DFT (wB97M-V/def2-TZVPD) results for a molecular structure, C19H12F3FeNO5S.

Geometry (Å):
F (0.488, -0.084, 4.572)
C (0.952, 0.564, 3.500)
F (0.142, 1.560, 3.130)
F (2.205, 0.993, 3.673)
S (0.989, -0.614, 2.090)
C (1.745, 0.488, 0.877)
C (2.073, -0.006, -0.352)
C (2.590, 0.829, -1.389)
C (2.888, 0.309, -2.613)
C (2.704, -1.053, -2.890)
C (3.015, -1.578, -4.130)
N (3.286, -2.034, -5.170)
C (2.207, -1.889, -1.883)
C (1.894, -1.390, -0.659)
O (1.906, -1.802, 2.202)
O (-0.351, -0.864, 1.448)
H (1.901, 1.517, 1.139)
H (2.714, 1.882, -1.196)
H (3.244, 0.951, -3.401)
H (2.070, -2.937, -2.091)
H (1.534, -2.043, 0.121)
O (-4.833, 4.476, -2.644)
C (-4.298, 3.595, -2.161)
Fe (-3.447, 2.128, -1.366)
C (-2.149, 2.227, -2.728)
O (-1.354, 2.264, -3.542)
C (-2.369, 3.193, -0.291)
O (-1.697, 3.830, 0.372)
C (-2.629, 0.168, -0.698)
C (-2.993, 0.586, 0.598)
C (-4.124, 1.322, 0.945)
C (-5.122, 1.792, 0.066)
C (-5.439, 1.416, -1.268)
C (-4.677, 0.617, -2.158)
C (-3.390, 0.080, -1.896)
H (-1.639, -0.291, -0.755)
H (-2.258, 0.419, 1.378)
H (-4.183, 1.661, 1.973)
H (-5.859, 2.454, 0.530)
H (-6.367, 1.837, -1.673)
H (-5.087, 0.463, -3.161)
H (-2.899, -0.422, -2.736)

Summary:
HOMO (spin up / spin down)   -5.8 / -8.3 eV
Multiplicity   5
<S²>   6.21
Orbital gap (spin up / spin down)   5.906 / 5.933 eV


DFT (wB97M-V/def2-TZVPD) results for a molecular structure, C23H27BClN6O5RuS2.

Geometry (Å):
Ru (0.273, 0.092, -0.697)
Cl (3.465, -1.339, 6.001)
C (2.714, -1.273, 4.451)
C (2.625, -2.430, 3.662)
C (2.071, -2.380, 2.410)
C (1.574, -1.171, 1.867)
O (1.134, -1.173, 0.644)
C (1.610, -0.024, 2.705)
C (1.036, 1.221, 2.295)
O (0.530, 1.490, 1.204)
C (2.190, -0.097, 3.984)
H (2.994, -3.366, 4.060)
H (1.997, -3.272, 1.801)
H (1.047, 2.016, 3.059)
H (2.214, 0.796, 4.597)
C (4.204, -0.970, -0.004)
N (3.860, 0.442, -0.055)
C (4.377, 1.442, 0.720)
C (3.825, 2.607, 0.282)
N (2.982, 2.327, -0.753)
B (2.196, 3.376, -1.631)
N (0.918, 3.785, -0.828)
C (0.843, 4.812, 0.069)
C (-0.427, 4.868, 0.551)
N (-1.125, 3.861, -0.053)
C (-2.522, 3.532, 0.187)
C (-0.284, 3.197, -0.868)
S (-0.753, 1.846, -1.857)
C (3.011, 1.001, -0.956)
S (2.160, 0.102, -2.162)
H (4.732, -1.173, 0.923)
H (4.839, -1.232, -0.849)
H (3.296, -1.566, -0.052)
H (5.079, 1.250, 1.514)
H (3.983, 3.615, 0.624)
H (2.888, 4.341, -1.759)
H (1.870, 2.846, -2.647)
H (1.686, 5.451, 0.265)
H (-0.887, 5.544, 1.250)
H (-2.952, 4.299, 0.825)
H (-2.594, 2.566, 0.682)
H (-3.066, 3.498, -0.754)
C (-3.912, -0.674, -3.231)
C (-3.492, -2.140, -3.139)
C (-2.884, -2.508, -1.769)
C (-2.423, -3.985, -1.762)
C (-1.760, -4.401, -0.448)
C (-3.962, -2.347, -0.704)
O (-4.998, -2.957, -0.739)
N (-3.705, -1.458, 0.331)
C (-2.591, -0.657, 0.482)
O (-2.491, 0.147, 1.386)
N (-1.594, -0.857, -0.436)
C (-1.676, -1.640, -1.527)
O (-0.710, -1.605, -2.299)
H (-4.326, -0.465, -4.216)
H (-3.060, -0.007, -3.080)
H (-4.679, -0.436, -2.491)
H (-2.753, -2.367, -3.907)
H (-4.357, -2.784, -3.295)
H (-1.731, -4.124, -2.592)
H (-3.304, -4.600, -1.944)
H (-0.879, -3.789, -0.239)
H (-1.440, -5.440, -0.503)
H (-2.453, -4.311, 0.390)
H (-4.432, -1.352, 1.026)

Summary:
HOMO (spin up / spin down)   -11.4 / -11.4 eV
Multiplicity   5
<S²>   6.04
ΔE to the lowest compared entry with this formula, charge and spin   0.196 eV
Orbital gap (spin up / spin down)   6.716 / 5.881 eV
Total charge   +1


DFT (wB97M-V/def2-TZVPD) results for a molecular structure, C31H58CaN5OS2SbSi.

Geometry (Å):
Ca (2.028, -0.886, 0.631)
N (2.276, 1.574, 1.051)
C (2.934, 2.183, 2.219)
C (2.454, 1.590, 3.539)
C (3.031, 0.225, 3.897)
N (2.457, -0.866, 3.098)
H (2.659, 1.954, 0.189)
H (1.296, 1.852, 1.024)
H (2.772, 3.266, 2.235)
H (4.011, 2.025, 2.121)
H (1.359, 1.540, 3.542)
H (2.728, 2.287, 4.335)
H (2.885, 0.049, 4.967)
H (4.111, 0.233, 3.725)
H (1.482, -1.013, 3.359)
H (2.940, -1.741, 3.307)
O (3.185, -2.354, -0.697)
N (3.428, -2.319, -2.001)
C (4.206, -3.306, -2.504)
C (4.505, -3.368, -3.833)
C (3.994, -2.375, -4.676)
C (3.222, -1.376, -4.146)
C (2.917, -1.316, -2.770)
S (1.964, -0.075, -2.083)
H (4.558, -4.006, -1.761)
H (5.128, -4.170, -4.202)
H (4.209, -2.391, -5.736)
H (2.816, -0.590, -4.766)
C (-3.103, -2.211, 4.163)
Si (-2.998, -2.398, 2.301)
C (-3.307, -4.197, 1.865)
C (-4.358, -1.382, 1.513)
C (-1.350, -1.864, 1.727)
C (-0.216, -1.562, 1.357)
H (-4.071, -2.550, 4.542)
H (-2.973, -1.166, 4.453)
H (-2.322, -2.789, 4.660)
H (-4.344, -4.467, 2.082)
H (-2.664, -4.860, 2.444)
H (-3.125, -4.382, 0.804)
H (-5.338, -1.733, 1.847)
H (-4.321, -1.459, 0.425)
H (-4.268, -0.327, 1.778)
C (0.408, -4.443, -0.849)
C (0.830, -4.731, 0.551)
C (0.055, -5.344, 1.489)
C (0.551, -5.402, 2.805)
N (1.739, -4.948, 3.154)
C (2.536, -4.397, 2.215)
S (4.080, -3.808, 2.528)
N (2.051, -4.302, 0.930)
C (-0.300, -5.965, 3.901)
H (-0.424, -5.082, -1.136)
H (1.231, -4.580, -1.552)
H (0.078, -3.401, -0.901)
H (-0.927, -5.713, 1.238)
H (2.649, -3.826, 0.246)
H (-0.954, -6.756, 3.534)
H (-0.931, -5.167, 4.300)
H (0.328, -6.335, 4.707)
C (-1.079, 4.041, 1.397)
C (-1.011, 4.516, -0.056)
C (0.148, 5.508, -0.164)
C (-2.316, 5.213, -0.427)
Sb (-0.487, 2.734, -1.252)
C (0.019, 3.575, -3.226)
C (-0.816, 4.775, -3.661)
C (-0.113, 2.460, -4.265)
C (1.496, 3.968, -3.150)
C (-2.428, 1.763, -1.585)
C (-2.104, 0.378, -2.156)
C (-3.081, 1.564, -0.220)
C (-3.395, 2.502, -2.503)
H (-1.304, 4.891, 2.053)
H (-0.123, 3.623, 1.726)
H (-1.845, 3.282, 1.561)
H (0.006, 6.316, 0.564)
H (0.218, 5.967, -1.150)
H (1.110, 5.035, 0.057)
H (-2.450, 6.101, 0.204)
H (-3.183, 4.571, -0.266)
H (-2.328, 5.543, -1.466)
H (-1.882, 4.545, -3.702)
H (-0.507, 5.083, -4.668)
H (-0.680, 5.635, -3.006)
H (-1.149, 2.172, -4.440)
H (0.449, 1.570, -3.975)
H (0.292, 2.816, -5.220)
H (1.686, 4.751, -2.414)
H (1.825, 4.346, -4.126)
H (2.119, 3.105, -2.903)
H (-1.485, -0.202, -1.467)
H (-1.582, 0.430, -3.113)
H (-3.039, -0.175, -2.313)
H (-2.418, 1.041, 0.476)
H (-3.974, 0.942, -0.340)
H (-3.400, 2.505, 0.231)
H (-3.023, 2.578, -3.524)
H (-3.619, 3.509, -2.148)
H (-4.341, 1.948, -2.545)

Summary:
HOMO   -7.8 eV
ΔE to the lowest compared entry with this formula, charge and spin   0.358 eV
Orbital gap   8.266 eV


DFT (wB97M-V/def2-TZVPD) results for a molecular structure, C23H35N2OW.

Geometry (Å):
C (-1.399, 1.019, 1.516)
C (-1.411, 1.551, 0.185)
C (-0.234, 2.350, 0.005)
C (0.549, 2.275, 1.217)
C (-0.197, 1.472, 2.164)
W (0.323, 0.329, 0.430)
C (2.283, -1.353, 0.338)
C (1.087, -1.882, 0.868)
H (0.615, -2.761, 0.420)
C (0.462, -1.250, 2.010)
H (1.115, -1.090, 2.880)
H (-0.534, -1.546, 2.319)
C (2.906, -2.011, -0.871)
H (2.162, -2.576, -1.452)
H (3.349, -1.273, -1.551)
H (3.720, -2.705, -0.596)
C (3.165, -0.501, 1.181)
H (2.639, -0.044, 2.029)
H (4.024, -1.069, 1.582)
H (3.610, 0.332, 0.617)
C (-2.584, 1.540, -0.739)
H (-3.184, 0.629, -0.639)
H (-3.233, 2.399, -0.522)
H (-2.281, 1.621, -1.789)
C (-0.020, 3.236, -1.173)
H (-0.365, 2.745, -2.091)
H (-0.591, 4.170, -1.068)
H (1.025, 3.508, -1.306)
C (1.838, 2.955, 1.482)
H (2.452, 3.025, 0.575)
H (1.647, 3.986, 1.807)
H (2.395, 2.469, 2.293)
C (0.108, 1.285, 3.610)
H (1.175, 1.118, 3.775)
H (-0.174, 2.158, 4.212)
H (-0.449, 0.433, 4.015)
C (-2.561, 0.377, 2.192)
H (-2.258, -0.277, 3.010)
H (-3.231, 1.140, 2.612)
H (-3.148, -0.225, 1.491)
C (1.086, 0.276, -1.680)
C (0.518, -0.503, -2.683)
C (2.204, 1.093, -1.958)
C (0.938, -0.339, -4.021)
H (-0.237, -1.243, -2.420)
C (2.618, 1.257, -3.291)
H (2.726, 1.588, -1.136)
C (1.979, 0.556, -4.313)
H (0.450, -0.917, -4.805)
H (3.436, 1.960, -3.498)
H (2.301, 0.700, -5.354)
C (-3.110, -3.851, 1.181)
N (-3.434, -3.346, -0.134)
C (-2.615, -2.374, -0.611)
N (-2.903, -1.719, -1.781)
O (-1.624, -2.029, 0.058)
H (-2.075, -4.227, 1.220)
H (-3.773, -4.670, 1.443)
H (-3.242, -3.062, 1.941)
H (-4.211, -3.688, -0.701)
H (-2.202, -1.039, -2.060)
H (-3.623, -1.983, -2.439)

Summary:
HOMO (spin up / spin down)   -11.1 / -11.1 eV
Multiplicity   3
<S²>   2.01
Orbital gap (spin up / spin down)   8.004 / 7.441 eV
Total charge   +1